# C73H79CdIN2O8S3Se

C73H79CdIN2O8S3Se as an isolated structure (the ωB97M-V functional and the def2-TZVPD basis, the OMol25 dataset).

CARTESIAN COORDINATES (ANGSTROEM)
Cd -0.7878 -0.5661 1.2131
C 7.5614 -1.7861 -0.1656
C 6.3554 -2.7237 -0.3012
C 6.5576 -3.6621 -1.5006
C 6.2593 -3.5740 0.9667
C 5.0751 -1.9308 -0.5458
C 3.9420 -2.0707 0.2153
C 2.7042 -1.5970 -0.2344
Se 1.3257 -2.1473 1.0714
C 2.1761 -1.0877 2.4258
C 3.0198 -1.6497 3.3706
C 3.7526 -0.8506 4.2332
C 3.6352 0.5337 4.0581
C 2.7940 1.1368 3.1384
C 1.9416 0.3122 2.3356
O 1.0318 0.7925 1.5538
C 2.7127 2.6623 3.0246
C 2.7501 3.1037 1.5507
C 3.8816 3.3619 3.7251
C 1.3940 3.1104 3.6736
C 4.6584 -1.4095 5.3298
C 6.0908 -0.8828 5.1484
C 4.1281 -0.9646 6.7007
C 4.7077 -2.9372 5.3060
C 2.5650 -0.9550 -1.4683
O 0.4555 -2.0547 -1.3689
C 3.7923 -0.4960 -2.0733
C 4.9781 -1.0571 -1.6272
C 3.9593 0.6158 -3.1481
C 3.5391 0.1820 -4.5594
C 5.4194 1.0908 -3.2318
C 3.1505 1.8422 -2.7341
H 8.4737 -2.3603 0.0205
H 7.4081 -1.0950 0.6658
H 7.7124 -1.1941 -1.0697
H 7.4374 -4.2962 -1.3521
H 6.6855 -3.0963 -2.4249
H 5.6836 -4.3047 -1.6228
H 7.1694 -4.1681 1.0831
H 5.4120 -4.2596 0.9172
H 6.1420 -2.9461 1.8533
H 3.9646 -2.6028 1.1549
H 3.0925 -2.7301 3.4000
H 4.2382 1.1723 4.6928
H 3.6977 2.8023 1.0948
H 2.6642 4.1939 1.4870
H 1.9409 2.6449 0.9880
H 4.8380 2.9779 3.3622
H 3.8455 3.2385 4.8102
H 3.8388 4.4334 3.5120
H 0.5743 2.5114 3.2791
H 1.1961 4.1706 3.4747
H 1.4370 2.9614 4.7558
H 6.1306 0.2015 5.2633
H 6.4584 -1.1281 4.1498
H 6.7620 -1.3280 5.8901
H 4.1131 0.1241 6.7762
H 4.7544 -1.3571 7.5093
H 3.1074 -1.3236 6.8438
H 5.0805 -3.3062 4.3480
H 3.7194 -3.3673 5.4779
H 5.3778 -3.2964 6.0920
H 5.8858 -0.8252 -2.1651
H 4.0551 -0.7362 -4.8507
H 3.8034 0.9705 -5.2733
H 2.4688 -0.0001 -4.6246
H 6.0775 0.3470 -3.6870
H 5.8116 1.3507 -2.2462
H 5.4529 1.9842 -3.8591
H 2.0995 1.6130 -2.7904
H 3.3684 2.6791 -3.4070
H 3.3874 2.1451 -1.7113
C -8.3822 -2.6012 -3.6482
C -7.0364 -2.2326 -3.0778
C -6.7086 -2.5191 -1.7583
C -5.4629 -2.1892 -1.2398
C -4.5362 -1.5669 -2.0483
C -4.8365 -1.2825 -3.3727
C -6.0781 -1.6137 -3.8816
S -2.9095 -1.0423 -1.4743
O -2.6881 -1.6126 -0.0927
C -3.6725 0.6060 -1.0582
C -4.5199 0.5906 0.0684
C -5.1869 1.7036 0.4678
C -5.0219 2.9184 -0.2372
C -5.7143 4.0931 0.1459
C -5.4957 5.2826 -0.4876
C -4.5459 5.3507 -1.5281
C -3.8772 4.2285 -1.9306
C -4.1186 2.9632 -1.3280
C -3.4441 1.7645 -1.7475
C -2.5510 1.9288 -2.9429
C -3.2219 2.2946 -4.1644
C -4.6247 2.1336 -4.3016
C -5.2565 2.4216 -5.4782
C -4.5255 2.9151 -6.5789
C -3.1749 3.0858 -6.4746
C -2.4910 2.7671 -5.2772
C -1.0892 2.9206 -5.1534
C -0.4553 2.4792 -4.0388
C -1.1691 1.9105 -2.9502
S -0.0854 1.0740 -1.7597
O -1.0197 0.5955 -0.6612
C 0.3644 -0.1891 -2.8570
C -0.3079 -0.4662 -4.0697
C 0.0504 -1.4729 -4.9155
C 1.1223 -2.3457 -4.5508
C 1.5635 -3.4061 -5.5220
C 1.7352 -2.2055 -3.3622
C 1.2662 -1.2616 -2.2799
H -9.0715 -2.9046 -2.8598
H -8.2898 -3.4294 -4.3549
H -8.8215 -1.7586 -4.1858
H -7.4357 -3.0141 -1.1235
H -5.2049 -2.4328 -0.2159
H -4.0846 -0.8243 -4.0073
H -6.3041 -1.4016 -4.9214
H -4.6235 -0.3297 0.6201
H -5.8281 1.6709 1.3415
H -6.4209 4.0259 0.9663
H -6.0260 6.1759 -0.1795
H -4.3429 6.2991 -2.0103
H -3.1447 4.3045 -2.7225
H -5.1902 1.7401 -3.4668
H -6.3248 2.2681 -5.5675
H -5.0341 3.1515 -7.5056
H -2.5998 3.4519 -7.3178
H -0.5257 3.3495 -5.9738
H 0.6238 2.5227 -3.9764
H -1.1266 0.1653 -4.3868
H -0.4831 -1.6159 -5.8466
H 0.7704 -4.1482 -5.6471
H 2.4564 -3.9167 -5.1587
H 1.7758 -2.9716 -6.5031
H 2.5499 -2.8658 -3.0812
H -0.2178 -2.5245 -1.8996
O -0.3600 -3.4927 2.9636
C -1.4170 -2.9428 3.2053
N -1.6545 -1.5894 3.1159
S -3.0769 -1.2195 3.8258
O -2.8747 -0.6725 5.1486
O -4.0075 -0.5083 2.9882
C -3.6506 -2.8888 4.0226
C -4.8807 -3.3741 4.4194
C -5.0509 -4.7529 4.4271
C -4.0131 -5.6033 4.0460
C -2.7816 -5.0930 3.6574
C -2.6227 -3.7197 3.6524
H -5.6799 -2.7020 4.7048
H -6.0064 -5.1728 4.7167
H -4.1776 -6.6736 4.0385
H -1.9657 -5.7314 3.3456
I -2.2200 -3.8808 -2.7978
C -3.1545 2.5496 4.6948
N -2.4411 3.2080 3.6162
C -2.5495 4.6513 3.5191
C -1.7699 2.4725 2.6928
C -1.1509 3.2340 1.5500
O -1.6252 1.2622 2.8357
H -4.2345 2.6864 4.5807
H -2.8428 2.9620 5.6582
H -2.9367 1.4861 4.6754
H -3.0672 5.0136 4.4060
H -3.1091 4.9678 2.6405
H -1.5646 5.1226 3.4867
H -0.3828 3.9163 1.9201
H -1.9003 3.8165 1.0188
H -0.6935 2.5182 0.8760

- gap between HOMO and LUMO (eV) = 5.361
- 2S+1 = 1
- total charge = -2
- HOMO energy (eV) = -1.7



# C44H90O22

A 11-piece molecular cluster, C44H90O22 overall (the ωB97M-V functional and the def2-TZVPD basis, the OMol25 dataset).

CARTESIAN COORDINATES (ANGSTROEM)
C -1.4335 -6.5833 4.7585
O -1.0311 -5.9943 3.4929
C 0.1525 -6.6252 2.9933
C 0.4523 -6.2092 1.6243
O -0.4736 -6.6820 0.7634
C -0.2314 -6.6533 -0.6158
H -2.3553 -6.0788 5.1000
H -0.7539 -6.5162 5.6463
H -1.6795 -7.6482 4.5314
H 0.0206 -7.6933 3.0780
H 1.0627 -6.3668 3.5900
H 1.3697 -6.6551 1.3038
H 0.6268 -5.1251 1.6136
H 0.7227 -7.1629 -0.8129
H -0.1943 -5.6479 -1.1194
H -1.0742 -7.2399 -1.0166
C 1.0119 2.4178 -4.0851
O 0.0169 2.0493 -5.0076
C -1.2776 2.0701 -4.4629
C -2.1015 1.1686 -5.3005
O -1.9300 -0.1993 -4.9993
C -2.1902 -0.4081 -3.6049
H 1.1401 1.6543 -3.3514
H 0.6594 3.3383 -3.4702
H 1.9697 2.6253 -4.5932
H -1.7556 3.0423 -4.5234
H -1.2019 1.7628 -3.4185
H -1.5873 1.3606 -6.2595
H -3.1664 1.2866 -5.3789
H -2.8844 0.3544 -3.2449
H -1.3000 -0.3060 -3.0388
H -2.7713 -1.3146 -3.5539
C 5.3358 -0.5390 -1.6789
O 6.6163 -0.9714 -1.3031
C 6.5989 -1.6816 -0.1038
C 6.8053 -0.7137 1.0391
O 5.7341 0.1360 1.2560
C 5.9466 0.9378 2.3497
H 5.4018 0.0272 -2.5426
H 4.8321 0.0629 -0.8819
H 4.7182 -1.4135 -1.8481
H 7.3569 -2.4234 -0.0463
H 5.6582 -2.2751 0.0062
H 7.7404 -0.1568 0.9124
H 6.9850 -1.3403 1.9639
H 6.1608 0.3247 3.2342
H 5.0021 1.3977 2.6863
H 6.6884 1.7472 2.2049
C -5.3440 -2.2180 -2.8394
O -4.8340 -1.7395 -1.6231
C -5.6603 -0.7177 -1.1082
C -4.9099 0.5696 -0.9343
O -4.7442 1.1703 -2.2014
C -4.2408 2.4528 -2.0439
H -5.5114 -1.3020 -3.5101
H -6.2557 -2.7616 -2.7482
H -4.5957 -2.8528 -3.3471
H -6.0027 -1.1292 -0.1853
H -6.4967 -0.4336 -1.7153
H -3.9753 0.3677 -0.3894
H -5.5139 1.2224 -0.2935
H -4.3540 2.9586 -2.9543
H -3.2151 2.4416 -1.7310
H -4.8884 2.9114 -1.2938
C 5.1983 2.9980 -0.5283
O 4.3475 3.1062 -1.6667
C 3.9139 4.4523 -1.9246
C 2.8632 4.9792 -1.0043
O 1.6245 4.7295 -1.5611
C 0.4831 5.2170 -0.9529
H 4.7931 3.1277 0.5134
H 5.9417 3.7176 -0.6932
H 5.5302 1.9655 -0.5609
H 3.4720 4.4911 -2.8822
H 4.8490 5.0599 -1.8777
H 3.0146 6.1088 -0.9953
H 2.8151 4.5129 -0.0478
H 0.4724 6.3236 -0.9652
H 0.3575 4.8882 0.2094
H -0.3807 4.8757 -1.4561
C 2.1084 2.0441 0.7706
O 1.2567 0.9309 0.7843
C -0.0439 1.3252 0.3301
C -1.0420 0.2089 0.7208
O -1.4197 -0.6750 -0.2494
C -0.4195 -1.5570 -0.5875
H 2.1429 2.3269 -0.3099
H 3.1405 1.7456 0.9361
H 1.7317 2.8712 1.4372
H -0.0300 1.7610 -0.6738
H -0.3761 2.2080 0.8885
H -1.9673 0.6524 1.1360
H -0.6450 -0.3235 1.5760
H 0.3765 -0.9967 -1.0637
H -0.7670 -2.3976 -1.2058
H 0.0126 -1.9662 0.3065
O -2.8330 5.4268 -1.1005
C -3.0259 6.1333 -0.1479
O -3.3580 5.5415 1.0377
C -3.5934 6.4757 2.0600
C -2.6500 7.6725 1.6022
C -2.7851 7.6206 0.1102
H -3.3146 6.0313 3.0316
H -4.6368 6.7199 2.0949
H -1.6662 7.3262 1.8739
H -2.8814 8.6659 1.9605
H -1.8545 7.9112 -0.3666
H -3.5629 8.2435 -0.3545
O -1.2145 -4.0226 -3.3610
C -1.0978 -3.6073 -4.4838
O -2.0723 -3.7980 -5.3584
C -1.6980 -3.2520 -6.6963
C -0.1428 -3.1367 -6.6421
C 0.0771 -2.8568 -5.1286
H -2.1971 -2.2670 -6.8177
H -2.1724 -3.9089 -7.4466
H 0.1261 -2.3158 -7.2582
H 0.3137 -4.0639 -7.0199
H -0.1169 -1.8011 -4.8185
H 1.0570 -3.1873 -4.7242
O 3.0768 -1.4955 5.8288
C 2.9799 -1.7542 4.6719
O 3.1269 -0.8842 3.6654
C 2.7828 -1.4237 2.3903
C 3.0065 -2.9699 2.5424
C 2.6224 -3.1196 4.0344
H 3.4656 -0.8832 1.6839
H 1.7526 -1.1872 2.1211
H 4.0725 -3.1259 2.4642
H 2.3434 -3.5206 1.8882
H 3.0585 -3.9298 4.6260
H 1.5738 -3.3237 4.0167
O -0.5032 -2.5192 2.8452
C -1.6687 -2.4874 2.5768
O -2.5294 -1.5709 3.1606
C -3.9421 -1.8489 2.7695
C -3.7270 -2.5821 1.4088
C -2.4775 -3.4044 1.6260
H -4.3511 -0.8669 2.6589
H -4.4153 -2.4512 3.5693
H -3.5483 -1.8590 0.6641
H -4.5627 -3.1953 1.0677
H -1.8671 -3.6805 0.7101
H -2.7096 -4.3198 2.1888
O -2.3753 3.1565 4.6330
C -1.3226 2.6312 4.8862
O -0.5971 2.9744 5.9947
C 0.5826 2.1542 6.0542
C 0.8965 1.7664 4.6022
C -0.5376 1.5871 4.1283
H 0.3633 1.4009 6.8239
H 1.4358 2.7866 6.3739
H 1.4142 0.8493 4.6046
H 1.3464 2.5269 3.9398
H -0.8999 0.5940 4.3106
H -0.7716 1.6343 3.0530

- gap between HOMO and LUMO (eV) = 10.110
- 2S+1 = 1
- SMILES = O=C1CCCO1.O=C1CCCO1.O=C1CCCO1.O=C1CCCO1.O=C1CCCO1.COCCOC.COCCOC.COCCOC.COCCOC.COCCOC.COCCOC
- total charge = 0
- HOMO energy (eV) = -9.5



# C13H20BrClN3O6

A 2-piece molecular cluster, C13H20BrClN3O6 overall (the ωB97M-V functional and the def2-TZVPD basis, the OMol25 dataset).

CARTESIAN COORDINATES (ANGSTROEM)
C 1.1074 1.6234 1.5656
C 2.2436 0.6176 2.0067
C 1.8953 -0.9084 1.7235
Cl 3.3862 -1.9660 2.0911
C 1.4765 -1.0910 0.2639
N 0.5065 -1.9598 -0.2327
C -0.3689 -2.9602 0.4162
C -1.0678 -2.4672 1.7390
C -1.4743 -0.9561 1.7042
C -2.0568 -0.4820 0.3394
O -3.1275 -1.3667 -0.0928
C -3.4276 -0.9539 -1.4058
O -3.7317 -1.7888 -2.2123
C 0.3932 -1.8352 -1.6368
C 1.3418 -0.8466 -2.0830
Br 1.7366 -0.2221 -3.8776
N 1.9698 -0.4352 -0.8761
O 2.9531 0.5001 -0.9517
N 4.2327 -0.0215 -0.6385
O 4.4330 -1.0752 -1.1346
H 0.7036 1.4684 0.5288
H 1.4962 2.6814 1.5982
H 0.2101 1.6077 2.2536
H 2.3776 0.7487 3.1209
H 3.1904 0.9467 1.5039
H 1.1216 -1.2001 2.4678
H 0.2337 -3.9058 0.5735
H -1.1829 -3.2464 -0.3095
H -2.0086 -3.0816 1.8573
H -0.4303 -2.7503 2.6286
H -0.6542 -0.2714 2.0501
H -2.2974 -0.8258 2.4718
H -2.4661 0.5604 0.4933
H -1.2505 -0.3515 -0.4392
H -3.3224 0.1484 -1.5976
H -0.2663 -2.3987 -2.3295
O -1.1422 5.1835 -2.3985
C -0.4790 4.0956 -2.0359
C -1.4911 3.0259 -1.3583
O -0.8162 1.9408 -0.9631
H 0.3400 4.2297 -1.2951
H 0.0361 3.5292 -2.8433
H -2.2905 2.8692 -2.1125
H -2.0324 3.5912 -0.5728

- gap between HOMO and LUMO (eV) = 2.364
- 2S+1 = 1
- total charge = -1
- HOMO energy (eV) = -1.3



# C26H72O22S10

A 10-piece molecular cluster, C26H72O22S10 overall (the ωB97M-V functional and the def2-TZVPD basis, the OMol25 dataset).

CARTESIAN COORDINATES (ANGSTROEM)
O 1.8669 12.7548 -4.1254
S 1.1904 11.7475 -3.3836
O 1.6414 11.1556 -2.1639
O -0.4538 12.3343 -3.2407
C -0.6414 13.2532 -2.1999
C -2.0971 13.6764 -2.0923
C 0.9391 10.3823 -4.5472
H -0.0208 14.1213 -2.4220
H -0.3018 12.6586 -1.3517
H -2.0861 14.2578 -1.1704
H -2.6721 12.8319 -1.7124
H -2.5567 14.1517 -2.9589
H 0.3681 10.5652 -5.4574
H 0.4383 9.6162 -3.9552
H 1.9384 10.1146 -4.8906
O 7.7753 3.9228 3.7673
S 6.4170 3.4607 3.5646
O 5.9837 2.2532 4.2513
O 5.4472 4.7567 4.0112
C 5.6732 5.9690 3.3771
C 4.4736 6.7991 3.0268
C 6.0421 3.3254 1.7814
H 6.3208 5.8559 2.5077
H 6.2414 6.5617 4.0940
H 4.7624 7.8400 2.8806
H 3.8324 6.8207 3.9080
H 3.8725 6.3497 2.2364
H 6.4705 4.1658 1.2353
H 4.9584 3.3612 1.6703
H 6.2692 2.4003 1.2515
O 9.0069 8.1075 -3.2381
S 9.7986 8.4567 -2.1161
O 9.8371 7.6182 -0.9035
O 11.3504 8.4189 -2.7415
C 12.4341 8.2181 -1.8153
C 13.7243 8.7486 -2.4288
C 9.7146 10.2687 -1.8038
H 12.5535 7.1634 -1.5674
H 12.2567 8.6438 -0.8277
H 13.6834 8.8332 -3.5148
H 14.5065 8.0942 -2.0441
H 13.9848 9.6960 -1.9570
H 9.3487 10.6716 -2.7482
H 10.7165 10.5254 -1.4596
H 9.0629 10.3985 -0.9398
O 4.1119 11.5902 -4.8164
S 5.4074 12.2865 -4.6999
O 6.5950 11.5447 -4.2018
O 5.7026 13.0961 -6.1574
C 4.7510 13.9277 -6.7118
C 4.4140 13.4746 -8.1212
C 5.0534 13.6889 -3.6014
H 5.1767 14.9257 -6.8168
H 3.8389 14.0546 -6.1287
H 3.6661 14.0740 -8.6403
H 4.0644 12.4423 -8.1078
H 5.3147 13.4261 -8.7332
H 5.0731 13.2742 -2.5935
H 4.0521 14.0492 -3.8372
H 5.7794 14.4988 -3.6735
O -1.6005 8.5545 0.6694
S -0.8275 9.3114 -0.3189
O -1.5244 9.6346 -1.5580
O -0.1195 10.6584 0.3732
C 0.5709 10.5126 1.5969
C -0.3393 10.8463 2.6239
C 0.7460 8.3886 -0.6552
H 1.5311 11.0196 1.5018
H 0.8157 9.4536 1.6777
H 0.0585 10.4474 3.5571
H -1.3832 10.5769 2.4635
H -0.3244 11.9362 2.6311
H 0.4968 7.7660 -1.5145
H 1.0955 7.7229 0.1340
H 1.5429 9.0805 -0.9278
O 6.8496 8.2655 -5.2404
S 7.6050 8.2734 -6.4957
O 8.1977 6.9956 -7.0486
O 6.7689 9.0583 -7.6639
C 7.2048 8.8802 -9.0178
C 6.2107 9.5395 -9.9213
C 8.9958 9.4925 -6.3545
H 7.2621 7.8133 -9.2337
H 8.1530 9.4150 -9.0721
H 5.3156 8.9206 -9.9834
H 6.6188 9.7028 -10.9187
H 5.7681 10.5133 -9.7118
H 8.6281 10.4133 -5.9017
H 9.4176 9.5140 -7.3594
H 9.7313 9.3006 -5.5733
C 10.3597 3.9538 -1.4451
S 9.8910 3.4696 -3.1545
O 9.4493 1.9964 -3.1124
C 8.3706 4.4628 -3.5026
H 11.3877 3.6441 -1.2570
H 9.5442 3.5314 -0.8580
H 10.4881 5.0325 -1.3555
H 8.4756 5.4866 -3.1435
H 7.5385 3.9378 -3.0334
H 8.3026 4.6292 -4.5776
C 4.3636 6.0993 -5.1967
S 4.2123 5.0518 -6.7011
O 4.9860 3.8051 -6.3799
C 2.4597 4.5532 -6.5649
H 4.1525 7.1661 -5.2704
H 5.3527 6.0095 -4.7475
H 3.8550 5.6700 -4.3335
H 1.8117 5.3773 -6.2663
H 2.4380 3.8901 -5.7001
H 2.0883 3.9960 -7.4249
C 6.4225 7.1326 -1.1257
S 4.8561 7.9927 -0.7718
O 5.1206 8.4914 0.6413
C 5.0328 9.2924 -2.0274
H 6.0444 6.1280 -0.9362
H 7.1536 7.2466 -0.3253
H 6.9096 7.1174 -2.1006
H 5.0426 8.8161 -3.0078
H 5.9287 9.8992 -1.8957
H 4.1502 9.9282 -1.9585
C 7.8290 9.5205 2.2560
S 9.0163 9.1329 3.6100
O 8.4029 7.9946 4.4620
C 10.3356 8.2214 2.6955
H 7.1964 8.7454 1.8236
H 8.3546 10.0167 1.4401
H 7.0985 10.2792 2.5367
H 10.0677 7.1924 2.4557
H 11.1736 8.0871 3.3794
H 10.6188 8.8444 1.8470

- gap between HOMO and LUMO (spin up / spin down) (eV) = 7.416 / 2.787
- 2S+1 = 2
- total charge = +1
- HOMO energy (spin up / spin down) (eV) = -10.6 / -10.6



Values for F_max, eV/A, ordered as above
1.0 3.5 3.6 4.6